(1)
{
  "formula": "C24H30N7O3",
  "method": "wB97M-V/def2-TZVPD",
  "smiles": "CC(C)(C)OC(=O)N1CC[NH+](c2ccc(NC(=O)Cn3nnc(-c4ccccc4)n3)cc2)CC1",
  "total_charge": 1,
  "homo_energy_ev": -10.76,
  "spin_multiplicity": 1,
  "species": ["C", "H", "C", "N", "C", "H", "N", "N", "H", "N", "H", "C", "C", "N", "C", "H", "C", "H", "H", "O", "H", "C", "C", "H", "H", "H", "O", "H", "H", "H", "N", "H", "C", "C", "H", "N", "C", "C", "C", "C", "H", "C", "H", "H", "H", "H", "H", "C", "H", "C", "H", "C", "H", "H", "C", "H", "C", "H", "O", "C", "C", "C", "H", "H"],
  "positions_angstrom": [[7.8196, 1.8002, -0.2967], [2.6101, -0.6211, -1.0008], [-8.5237, -1.3853, -1.3172], [4.3637, -0.3527, -1.1117], [2.4296, -2.3704, 0.0203], [-2.6284, 2.2752, 1.4415], [1.9284, -1.2148, -0.5076], [-3.2305, 0.9808, -0.1133], [-9.2662, -2.1649, -1.1827], [4.7032, -1.4392, -0.4424], [-2.4221, -1.3585, 0.8689], [-6.3709, 0.7521, 0.6604], [-3.2893, 2.2949, 0.5741], [-5.6373, 1.8012, 0.1243], [9.6318, 0.4098, 1.2836], [-6.8586, -1.8051, 1.6900], [-0.3780, -1.3884, 0.2761], [-4.9834, 3.6086, 0.9427], [10.3397, -0.1272, 1.8967], [-6.3645, 0.5284, 1.8451], [-4.9405, 2.1947, 2.0147], [9.9274, 1.6908, 0.8431], [0.6522, -0.7083, -0.3797], [-3.2608, 1.5607, -2.1402], [-7.7257, -1.7669, -1.9493], [-6.4561, -2.4995, 0.1058], [-7.0035, 0.0889, -0.2931], [-6.0322, 1.3941, -1.8720], [8.1881, -1.1798, 1.2718], [-4.0998, 0.0436, -1.7787], [5.3200, 0.4929, -0.9830], [-9.5316, 0.4810, 0.4364], [-4.7515, 2.5412, 0.9953], [-7.9739, -0.9589, 0.0417], [-9.8446, -1.1358, 1.0762], [5.8784, -1.3284, 0.1240], [7.5215, 0.5125, 0.1459], [9.0217, 2.3833, 0.0542], [-7.2624, -2.1199, 0.7314], [0.3888, 0.5446, -0.9457], [-8.9897, -0.5398, -1.8160], [-3.9210, 1.0620, -1.4300], [4.3479, -3.2786, 0.3881], [3.8967, -3.1372, -1.3236], [-0.1841, -2.3503, 0.7204], [7.1037, 2.3230, -0.9120], [9.2558, 3.3799, -0.2885], [-1.8823, 0.4153, -0.2138], [-2.9364, 3.0615, -0.1167], [3.8977, -2.6179, -0.3563], [-1.0447, 2.0730, -1.3058], [-5.2487, 1.8388, -1.2607], [-5.1293, 2.8843, -1.5547], [-3.7761, 0.3350, 0.4740], [-9.0790, -0.3823, 0.9193], [-8.6852, -0.0802, 1.8860], [-1.6350, -0.8244, 0.3559], [1.1812, 1.0778, -1.4476], [1.8088, -3.1680, 0.6748], [-0.8684, 1.1043, -0.8654], [8.4329, -0.1831, 0.9386], [6.2677, -0.1018, -0.2251], [10.8662, 2.1497, 1.1140], [-7.9720, -2.9230, 0.9034]]
}

(2)
{
  "formula": "C32H40AsNO5PSSiTi",
  "method": "wB97M-V/def2-TZVPD",
  "e_above_lowest_kj_mol": 0.0,
  "total_charge": -1,
  "homo_energy_ev": -5.35,
  "spin_multiplicity": 1,
  "species": ["C", "C", "H", "H", "O", "H", "C", "As", "H", "O", "H", "S", "H", "H", "H", "C", "H", "C", "H", "H", "C", "H", "H", "C", "O", "C", "H", "C", "C", "H", "C", "C", "C", "H", "C", "H", "O", "P", "H", "H", "H", "C", "H", "H", "C", "C", "H", "H", "C", "C", "H", "C", "C", "C", "O", "H", "H", "H", "H", "H", "H", "C", "C", "H", "C", "C", "N", "Ti", "C", "C", "C", "H", "Si", "H", "H", "H", "C", "H", "C", "C", "H", "H", "H"],
  "positions_angstrom": [[3.0034, -3.5193, 1.1218], [3.0404, 0.6894, -2.4114], [-2.0769, 1.3081, -2.8908], [-0.8727, 4.7797, 2.0740], [0.5823, 2.8914, 6.6082], [1.5154, 3.3908, -2.9421], [0.9449, 0.7768, 4.2656], [-0.2954, 3.4858, -0.0287], [-1.9862, -4.1789, -0.0085], [-1.4175, 0.6840, 1.0249], [3.4444, 1.5562, -1.8768], [1.8901, 2.3009, 6.3616], [-1.4401, 5.6967, -0.5759], [3.8737, -3.0319, -0.7831], [0.1333, -4.2467, -1.7880], [-2.6585, 0.3321, 1.2004], [3.3009, -0.1996, -1.8297], [1.8473, -3.5100, 1.8854], [-0.2712, -0.1694, -4.4829], [-2.2260, -4.5207, -5.3420], [0.6606, -3.0190, 1.3562], [3.9283, -3.8913, 1.5423], [-0.2571, 3.1533, 2.4722], [-3.9539, -1.5942, 2.0460], [-3.5757, 1.1095, 1.3686], [-0.8986, 3.7247, 1.8015], [-1.2645, 4.6791, -2.0327], [2.4954, 2.0159, 2.3425], [-2.5287, -3.4504, 0.5831], [-2.5182, 4.2990, -0.8435], [-2.9098, -1.1633, 1.2315], [-1.9463, -3.9873, -4.4423], [1.3141, 4.5999, -0.0324], [-4.5108, -0.8458, 2.5931], [1.8044, 1.8023, 4.6342], [-3.0851, 1.3079, -1.3911], [3.0008, 3.2416, 6.4105], [-0.8123, -1.6404, -0.6422], [0.1643, -0.4115, 2.6581], [-0.2308, -3.0046, 1.9704], [-3.2986, -2.3583, -4.7966], [-4.2669, -2.9370, 2.1517], [0.0411, 2.9067, -3.7831], [1.6209, 2.6171, -4.5241], [0.8496, 0.3745, 2.9453], [-2.5475, -2.7743, -4.1372], [0.8385, -1.3675, -3.8446], [1.4226, -0.1573, -4.9927], [1.6257, 0.9996, 1.9739], [0.7561, -0.3172, -4.1388], [2.1121, 4.1077, 0.5176], [-2.1792, -2.0819, -2.9949], [-0.9829, -4.5112, -3.5938], [-0.6199, -3.8259, -2.4428], [2.1228, 1.0496, 7.0704], [1.8673, -3.8678, 2.9064], [1.0942, 5.5538, 0.4470], [3.5793, 0.6279, -3.3614], [1.7812, -2.1358, -1.7170], [1.6593, -0.3893, 0.4869], [-2.6240, -1.1211, -2.7642], [-3.5525, -3.8713, 1.4130], [-1.2126, -2.6040, -2.1384], [-3.7975, -4.9238, 1.4771], [-1.5070, 4.6825, -0.9707], [1.0738, 2.6163, -3.5757], [1.5141, 0.6094, 0.5949], [-0.5859, 0.9067, -0.6834], [0.6236, -2.5210, 0.0575], [-2.0744, 1.1942, -1.8017], [2.5805, 2.4185, 3.6704], [3.2605, 3.2014, 3.9799], [1.1545, 0.9035, -2.7177], [-0.5087, -5.4568, -3.8248], [-1.9132, 3.3348, 1.8751], [-5.0705, -3.2554, 2.8031], [-2.1834, -2.1011, 0.4897], [3.1354, 2.4728, 1.5942], [1.7946, -2.5353, -0.7077], [2.9736, -3.0358, -0.1814], [1.6396, 4.7782, -1.0567], [2.2460, 1.0582, 0.0553], [0.3502, 0.2953, 5.0315]]
}

(3)
{
  "formula": "C17H16F4N2Ru",
  "method": "wB97M-V/def2-TZVPD",
  "homo_energy_ev": [-6.10, -8.13],
  "spin_multiplicity": 5,
  "species": ["F", "H", "H", "H", "C", "H", "C", "C", "H", "C", "F", "N", "H", "C", "C", "C", "C", "C", "C", "H", "C", "H", "N", "H", "H", "H", "C", "H", "F", "C", "Ru", "H", "F", "H", "H", "C", "C", "C", "H", "C"],
  "positions_angstrom": [[0.8868, -2.1451, 0.5937], [-1.7355, -0.4970, -4.1830], [0.6883, -0.2718, 2.7231], [-0.4489, -1.4714, -3.4409], [-1.0641, -0.5795, -3.3177], [-1.5685, 1.9302, -2.5033], [1.3773, 0.9701, 0.4481], [1.4710, 0.4634, 2.8453], [-0.2019, 2.6721, -3.3404], [-0.7220, -2.6414, 2.2173], [-3.5641, -0.5943, 0.1224], [-0.9080, -0.7306, -0.9237], [0.2714, 0.5233, -5.3602], [-0.8981, 1.8349, -3.3558], [2.0143, 0.7009, 4.0907], [0.7985, 0.4983, -4.3978], [-0.3773, -2.0341, 1.0288], [-2.0125, -2.5946, 2.7080], [-2.9445, -1.9108, 1.9570], [1.4858, 1.3412, -4.3520], [3.4742, 2.3682, 3.1610], [3.3029, 2.7098, 1.0529], [-0.1465, 0.5740, -3.2785], [-2.2794, -3.0724, 3.6386], [3.4385, 1.8283, 5.2446], [1.6522, 0.1371, 4.9415], [1.9285, 1.1820, 1.7145], [1.3709, -0.4249, -4.3310], [-4.2109, -1.8207, 2.3897], [-1.3073, -1.3229, 0.2561], [0.7481, 0.4221, -1.1406], [-2.4230, -1.6370, -2.0796], [0.2243, -3.3027, 2.8988], [-2.5887, 0.1013, -1.9431], [-1.4877, 1.8793, -4.2797], [3.0184, 1.6497, 4.2640], [-1.8531, -0.7032, -2.0310], [2.9449, 2.1496, 1.9070], [4.2548, 3.1084, 3.2859], [-2.6089, -1.2896, 0.7693]]
}

(4)
{
  "formula": "C21H17Cl5N9RhS2",
  "method": "wB97M-V/def2-TZVPD",
  "e_above_lowest_kj_mol": 26.9,
  "total_charge": 2,
  "homo_energy_ev": -13.79,
  "spin_multiplicity": 1,
  "species": ["H", "N", "Cl", "C", "C", "N", "N", "Cl", "H", "H", "C", "H", "H", "C", "H", "C", "Cl", "C", "N", "C", "N", "H", "C", "H", "C", "H", "C", "H", "C", "S", "C", "H", "C", "C", "H", "C", "C", "N", "N", "C", "H", "H", "C", "H", "S", "Cl", "H", "N", "C", "Cl", "N", "C", "Rh", "C", "H"],
  "positions_angstrom": [[-1.3498, -5.4559, 0.0082], [-0.3667, -3.1765, 0.1534], [3.4020, -0.4341, -1.9457], [-1.2875, -0.9197, -2.5819], [0.2036, 4.6539, 2.4439], [-1.4519, -1.1301, -3.8986], [-0.3553, -5.5071, 0.1855], [6.0858, 0.2109, -0.5800], [-0.7971, -1.4784, -5.8336], [-0.4154, 5.0485, 3.2390], [2.2445, 4.6440, 1.2321], [2.0607, -2.3874, 2.0542], [-5.0168, -0.5572, -1.1457], [3.4119, -0.0241, -0.2735], [-3.9317, -0.0259, 2.9443], [-3.6821, -0.1820, 1.9052], [6.2098, 0.9407, 2.4385], [4.6429, 0.2630, 0.3370], [1.7393, 3.6651, 0.4615], [-4.2623, -0.4806, -0.3833], [1.1399, -4.1845, 1.4115], [-5.7035, -0.1805, 1.1610], [-2.7959, -1.1925, -4.2011], [-1.2802, 3.2475, 1.7587], [-3.4726, -1.0074, -3.0635], [3.2463, 4.9732, 0.9974], [0.5005, 3.1392, 0.6033], [1.8841, 5.9494, 2.8726], [-2.3696, -0.3014, 1.5201], [0.3155, -0.8584, -1.9933], [2.3594, 0.3580, 1.7859], [2.2958, 3.2902, -0.3008], [3.5376, 0.6505, 2.4470], [-0.3624, -1.2835, -4.8582], [-1.5880, -0.2572, 2.2621], [1.4855, 5.1631, 2.2496], [-2.9059, -0.5936, -0.6825], [0.1133, -4.2879, 0.6017], [0.3905, -2.2449, 0.7152], [4.7103, 0.5961, 1.6948], [-0.0856, -6.2110, 0.8616], [-3.1487, -1.3576, -5.2036], [-4.6528, -0.2682, 0.9204], [-4.5310, -1.0023, -2.9074], [-0.0080, 1.9786, -0.6035], [0.8036, 0.4311, 2.6128], [0.2294, -0.3704, -4.8929], [-1.9631, -0.4977, 0.2510], [1.3031, -2.8728, 1.4647], [3.5346, 1.0612, 4.1073], [-2.5322, -0.8392, -2.0330], [2.2313, 0.0135, 0.4582], [0.2474, -0.2373, 0.1648], [-0.2860, 3.6478, 1.6269], [0.2737, -2.1183, -4.5694]]
}